(1)
The following is a quantum chemistry calculation of a single C7H10N2O2 molecule in a non-equilibrium geometry, from OMol25.

The geometry in XYZ format:
```
21
Properties=species:S:1:pos:R:3:forces:R:3:mulliken_charge:R:1
C 1.77829 -0.89373 -1.37756 -0.7 1.7 -0.8 -1.39
H 1.29487 -1.70174 -0.99611 -1.1 -3.3 0.2 0.43
H 0.62512 -1.47806 1.04747 -0.4 -2.3 1.0 0.57
H 1.29479 -0.65697 -2.39608 0.9 0.1 1.9 0.30
C 1.39778 0.02699 -0.18828 -1.8 0.7 -0.3 1.02
C -0.93714 0.07489 0.82209 -1.3 -1.9 0.6 0.67
O 3.31225 1.06334 0.66504 1.2 1.5 0.1 -0.67
N 2.61875 0.09594 0.72507 -1.3 0.2 -1.2 0.99
H -1.90898 1.94340 0.55860 -2.4 1.6 0.4 0.55
H 2.81402 -1.13438 -1.43118 0.9 0.1 -0.3 0.39
H -3.12284 -0.39028 0.61808 1.4 -0.4 0.5 0.31
H -2.06682 -1.79808 1.25993 -0.6 2.4 0.7 0.28
C 0.20762 -0.61574 0.67141 1.2 3.3 -2.3 -1.06
N 1.09091 1.35208 -0.66558 3.6 0.6 0.8 -0.29
H 1.97328 1.98017 -0.56803 -1.8 -1.5 -0.7 0.35
C -2.25305 -0.63740 1.32333 0.2 -0.5 -1.0 -1.18
C -0.00625 1.97923 -0.23210 -1.5 2.6 -1.3 -0.39
O 2.79831 -0.86162 1.39475 0.7 -1.8 1.4 -0.61
H -0.09576 2.97691 -0.70863 0.1 -0.4 0.8 0.32
H -2.66505 -0.21179 2.27253 0.8 -0.8 -0.3 0.31
C -1.04484 1.44511 0.39329 2.1 -2.0 -0.1 -0.88
```
Positions in Å, forces in eV/Å.

As for the SMILES: CC1=C[C@](C)([N+](=O)[O-])NC=C1. Its charge is 0. The energy above the lowest of the compared OMol25 structures with the same formula, charge and spin is 535.3 kJ/mol. The HOMO-LUMO gap comes out at 8.71 eV. The HOMO energy comes out at -8.097 eV. The total energy is -532.55313 a.u.

(2)
The following is a quantum chemistry calculation of a molecular structure, C31H29N9O9S3Ti in a non-equilibrium geometry, from OMol25.

The geometry in XYZ format:
```
82
Properties=species:S:1:pos:R:3:forces:R:3:mulliken_charge:R:1
H 6.70204 2.81028 0.35892 0.0 0.0 0.0 0.29
H -4.93658 3.75696 1.39725 0.0 0.0 0.0 0.28
H 4.44505 0.75436 3.35858 0.0 0.0 0.0 0.40
H -4.44268 2.44228 3.34771 0.0 0.0 0.0 0.26
S 0.09442 -0.43309 1.37110 -0.3 0.2 0.1 -0.19
C -2.70148 0.53760 -1.54003 0.3 0.0 0.2 0.08
C -2.93962 -2.73826 0.38093 0.1 0.0 0.1 -0.20
Ti -0.43359 1.54165 0.05475 0.5 -0.4 1.8 -0.22
O -2.20747 1.00269 3.14614 0.1 -0.1 0.0 -0.57
C -2.58187 1.90959 2.44024 0.1 0.1 -0.3 -0.08
H -0.95311 -6.03120 0.39616 0.0 0.0 0.0 0.32
S 2.59996 0.56810 -1.13016 -0.3 0.2 0.0 1.38
O 2.22921 -0.78222 -0.83858 0.0 -0.1 0.0 -0.71
H -2.22608 -4.23387 -4.53808 0.0 0.1 0.0 0.27
C -3.05182 3.13214 0.61050 0.1 -0.4 -0.1 0.09
C -3.57759 2.95742 2.93015 -0.1 0.1 0.0 -0.51
N 1.99965 2.00650 5.51591 0.0 0.0 0.0 -0.69
C 3.84681 1.02989 0.04605 0.1 0.1 0.0 -0.90
N -2.23564 2.14795 1.11332 -0.5 0.6 0.2 1.14
C -1.52127 -5.10639 0.40346 0.1 -0.1 0.0 -0.93
N -3.56734 -3.05784 -1.91631 0.1 0.2 0.1 0.10
C 4.93162 1.81027 -0.32415 -0.1 -0.1 0.1 -0.37
H 7.58314 2.65679 2.59473 0.0 0.0 0.0 0.36
H 5.04910 2.09252 -1.36181 0.0 0.0 0.0 0.47
C -0.83403 -1.80382 -2.72935 0.3 0.1 -0.5 -0.12
C 0.93658 -0.97664 -3.94107 0.0 0.2 0.3 -0.40
N -1.52687 2.28097 -2.65741 -0.2 0.1 0.1 -0.32
H -1.25628 2.46660 -3.61264 0.1 -0.1 0.0 0.22
H -1.52122 -4.52543 3.72493 0.0 0.0 0.0 0.37
C -3.88862 3.78320 1.69678 -0.1 0.0 0.1 -0.74
C 5.84945 2.20230 0.64399 0.0 0.0 0.0 -0.78
H 6.21510 3.14461 3.59904 0.0 0.0 0.0 0.28
C 3.68185 0.63836 1.36708 0.0 -0.1 0.0 -0.56
H 2.83922 0.01252 1.63056 0.0 0.0 0.0 0.81
H -3.45126 -1.78345 0.35241 0.0 0.0 0.0 0.13
H 2.05490 2.95334 -2.33355 0.0 0.1 -0.1 0.33
O -1.60402 0.40349 -0.82463 -0.7 -0.4 -0.7 0.91
C 0.96103 1.35922 3.22546 0.2 0.5 0.4 1.65
H 2.63959 3.33866 -0.71817 0.0 0.0 0.1 0.35
O -0.33083 3.41360 -0.35274 0.3 0.5 -0.3 -0.59
O -3.75045 -0.04805 -1.32026 0.0 -0.1 0.0 -0.77
C 1.78144 2.95491 -1.28140 0.1 -0.6 0.1 -0.17
O -3.15536 3.44922 -0.56603 0.1 0.0 0.0 -0.68
C 6.64607 2.31312 3.03557 0.0 0.0 0.0 -1.46
C -0.15794 -2.93621 -4.72124 -0.1 -0.2 0.0 -0.57
C -1.04731 -2.83839 -3.65922 -0.2 0.1 0.2 0.31
H -0.92745 -5.95763 2.87280 0.0 0.0 0.0 0.42
H -1.44312 -1.70026 -1.84325 0.0 0.0 0.0 0.30
C -3.43102 -3.43173 -3.21427 0.0 0.0 -0.1 0.19
N -2.14013 -3.76482 -3.64770 0.3 0.1 0.1 -0.05
H 1.56392 -2.08131 -5.66708 0.0 0.0 0.0 0.37
H -2.37841 -2.55750 2.42852 0.0 0.0 0.0 0.25
H -0.27688 -3.73132 -5.45128 0.0 0.0 0.0 0.31
C 0.64919 3.91275 -1.07176 -0.4 -0.1 0.2 0.05
C -0.97226 -4.86704 2.84851 0.1 0.1 0.0 -1.49
N 0.11398 -0.87005 -2.90306 -0.4 -0.7 0.0 0.09
O 0.65765 5.02774 -1.54943 -0.1 0.1 0.0 -0.76
C -2.12099 -4.68129 -0.76948 0.0 0.0 -0.1 -0.45
C -2.84492 -3.49377 -0.78011 0.0 -0.1 -0.1 0.44
S 0.63227 2.64525 2.13747 -0.1 -0.1 -0.1 -0.48
C 0.73695 0.06738 2.90449 0.1 -0.7 0.1 -0.09
O -4.37564 -3.49433 -3.98567 0.0 0.0 0.0 -0.72
H -1.80582 3.13226 -2.17095 0.0 0.0 -0.1 0.26
O 3.16236 0.86253 -2.43490 0.1 -0.1 0.0 -0.80
C 1.52851 1.70147 4.51004 -0.1 -0.1 -0.3 -0.36
C 0.85531 -2.01152 -4.85150 0.1 -0.1 -0.2 -0.95
H 0.04613 -4.48295 2.94328 0.0 0.0 0.0 0.26
N 1.39238 1.59839 -0.82676 0.6 0.5 -0.8 1.14
N 1.35118 -1.79361 4.60467 0.0 -0.1 0.0 -0.74
C 1.07475 -0.96791 3.84978 -0.2 0.2 -0.3 -0.36
H -3.09817 3.51756 3.73290 0.0 0.0 0.0 0.24
H 1.70168 -0.21077 -4.02235 0.0 -0.1 0.0 0.52
H -3.58751 4.82885 1.77004 0.0 0.0 0.0 0.24
H -4.33418 -2.42311 -1.74387 0.0 0.0 0.0 0.31
H 6.87020 1.52033 3.75092 0.0 0.0 0.0 0.37
C 4.59414 1.04520 2.32364 0.0 0.0 0.0 -0.78
N -2.58983 1.36270 -2.63857 0.1 0.2 -0.2 -0.19
C -1.62381 -4.38272 1.58163 -0.1 0.1 0.1 1.00
C -2.33154 -3.18349 1.54454 0.0 0.0 0.0 -0.61
H -2.02584 -5.26909 -1.67118 0.0 0.0 0.0 0.42
C 5.68627 1.83707 1.97602 0.0 0.0 0.0 1.12
H -3.49525 1.72046 -2.91097 0.0 0.0 0.0 0.26
```
Positions in Å, forces in eV/Å.

Its charge is -2. The energy above the lowest of the compared OMol25 structures with the same formula, charge and spin is 90.4 kJ/mol. The HOMO-LUMO gap comes out at 6.51 eV. The HOMO energy comes out at -2.249 eV. The total energy is -4413.07439 a.u.

(3)
The following is a quantum chemistry calculation of a single C2H3N3OS molecule in a non-equilibrium geometry, from OMol25.

The geometry in XYZ format:
```
10
Properties=species:S:1:pos:R:3:forces:R:3:mulliken_spin:R:1
C -0.17561 -0.79296 -0.49919 -1.3 -0.2 1.1 0.01
N 0.31940 -0.06979 -1.55125 -0.5 -0.4 2.8 0.03
H -0.64769 -1.78651 -0.38859 0.7 0.5 -1.1 0.00
C 0.37363 1.08687 0.15546 -1.1 1.8 4.1 0.19
H 0.32319 -0.14453 -2.51935 0.0 -0.9 -1.7 0.00
S 0.79746 2.71343 1.33945 2.1 1.2 -2.6 1.66
N 0.64603 1.14125 -1.06991 1.3 0.9 -2.8 0.03
H 0.06270 1.70301 2.97888 -0.4 -0.6 0.5 0.01
N -0.20218 -0.04041 0.60429 0.6 -1.5 -1.2 0.00
O -0.34982 2.33297 2.37439 -1.3 -1.0 0.8 0.08
```
Positions in Å, forces in eV/Å.

The expectation value of S² is 2.00. Its charge is 0. The energy above the lowest of the compared OMol25 structures with the same formula, charge and spin is 82.5 kJ/mol. As for the multiplicity: 3. The HOMO-LUMO gap (alpha / beta) comes out at 6.37 / 7.94 eV. The HOMO energy (alpha / beta) comes out at -5.497 / -10.211 eV. The total energy is -715.51040 a.u.

(4)
The following is a quantum chemistry calculation of a molecular structure, F2PY in a non-equilibrium geometry, from OMol25.

The geometry in XYZ format:
```
4
Properties=species:S:1:pos:R:3:forces:R:3:mulliken_charge:R:1
F 1.32973 0.65689 0.56294 -1.5 0.7 -2.5 -0.50
Y 0.37254 1.42246 -1.11362 1.2 -0.7 2.3 1.91
F -1.42646 -0.87837 0.82511 1.9 -0.2 -1.9 -0.11
P -0.27581 -1.20097 -0.27443 -1.5 0.3 2.1 0.70
```
Positions in Å, forces in eV/Å.

Its charge is +2. The HOMO-LUMO gap comes out at 7.34 eV. The HOMO energy comes out at -19.060 eV. The total energy is -578.65681 a.u.

(5)
The following is a quantum chemistry calculation of 6 unconnected molecules or ions with the total composition C26H48BN11O4P in a non-equilibrium geometry, from OMol25.

The geometry in XYZ format:
```
91
Properties=species:S:1:pos:R:3:forces:R:3:mulliken_charge:R:1
C 6.15470 4.09415 -2.54010 0.6 -0.8 -0.4 -0.02
H -4.24517 -3.96310 4.25985 0.0 0.0 -0.1 0.34
N 5.46068 3.10055 -2.03782 -0.4 0.1 0.6 0.40
H -0.75911 1.32236 -5.28967 0.0 -0.1 0.0 0.32
C -7.77459 -3.47149 1.32745 0.0 -0.1 0.2 0.28
H -9.10313 -0.52769 0.40245 0.0 0.0 0.0 0.34
N 8.08690 8.53736 -1.40909 0.0 -0.2 -0.3 -0.30
H 0.94354 -3.61209 6.64151 0.0 0.0 0.0 0.37
N -1.88301 -4.52709 7.62992 0.1 0.0 0.0 -0.46
N 4.30547 3.50237 0.26238 1.4 0.0 -0.6 0.04
H -8.91212 -3.17275 -1.13377 0.0 -0.1 0.0 0.28
C -8.68657 -1.17579 -0.37035 0.0 0.0 -0.1 -1.00
H -1.27207 1.76975 -2.30118 0.0 0.0 0.0 0.31
C -0.51476 3.31399 -4.51739 0.0 0.0 0.0 -1.06
H 2.56199 2.55139 -1.57462 -0.7 0.2 -0.2 0.24
H 5.16899 5.41851 0.51959 0.1 0.2 0.0 0.31
C 0.56824 1.01928 -2.93172 -0.1 -0.1 0.2 0.36
C 4.21839 4.91372 0.68769 -0.6 -0.5 0.1 -1.05
C -0.28011 -1.94928 5.95811 0.2 0.0 0.0 0.00
C 1.04152 -2.54707 6.42766 0.0 0.0 -0.1 -1.27
N 7.54837 5.30239 -3.61702 0.6 1.3 -0.5 -0.18
C 8.72660 1.67964 -2.50044 -0.2 0.1 0.0 -0.74
H 6.38002 3.48105 0.74123 0.2 0.0 -0.1 0.30
C -1.38477 -2.03767 7.01659 0.1 0.0 -0.2 -0.42
H 9.77703 1.42440 -2.59263 0.2 0.2 0.0 0.38
N -3.71344 -0.24008 -3.36565 0.0 0.0 0.0 -0.50
C 7.44875 7.99833 -2.20014 0.0 0.4 0.5 0.44
C 6.66841 6.06558 -2.98577 -0.6 -0.8 0.6 0.48
H -1.34657 0.22294 -3.14121 0.0 0.0 0.1 -0.05
C -4.27177 -1.75692 -1.31280 0.1 -0.1 0.0 -0.20
H -1.09188 -1.50415 7.92177 0.0 0.0 0.0 0.36
N 1.69657 0.86754 -2.77490 0.1 0.1 0.1 -0.60
H -7.60912 -1.24486 -0.21161 0.0 0.0 0.1 0.19
H 9.39944 3.93142 -5.11464 0.3 -0.3 -0.6 0.32
C -3.03313 -5.46772 3.26452 -0.2 -0.1 0.2 -0.48
H 8.51927 2.21818 -1.58123 0.2 0.2 0.1 0.26
H -1.18730 -4.32784 3.37113 0.0 0.0 0.0 0.22
H -4.16019 -1.16586 -0.40320 0.0 0.0 0.0 0.33
C 5.48670 2.86018 0.85060 -0.2 0.3 0.4 -1.00
N -3.05867 -2.28534 1.89421 0.0 0.1 0.0 -0.50
H -2.31695 -2.65088 -1.14716 0.0 0.1 0.1 0.34
H -2.21791 2.00102 -4.59272 0.0 -0.1 0.1 0.33
O 9.54145 3.19706 -4.50889 -0.4 0.7 0.8 -0.48
C -3.69750 -4.87620 4.50091 0.0 0.1 -0.1 -0.91
O 3.04800 3.35048 -1.83910 0.6 -0.4 -0.1 -0.38
H -9.68149 -4.23304 0.98423 0.0 0.0 0.1 0.28
C -0.86862 1.19983 -3.13927 0.1 0.1 -0.3 0.04
N -6.66697 -3.63487 1.58132 0.1 0.0 -0.1 -0.43
C -9.18697 -3.26199 1.00424 0.0 0.0 -0.2 -0.43
H -0.88381 3.94312 -3.70509 0.0 0.0 0.0 0.31
H -2.81763 -4.74567 -2.38649 0.0 0.0 0.0 0.38
H 8.28623 5.67392 -4.19425 0.2 -0.5 -0.1 0.26
H 3.43412 5.39424 0.11404 -0.1 0.2 0.0 0.35
H 1.39874 -2.04976 7.33097 0.0 0.0 0.0 0.33
C -1.13937 1.92343 -4.46196 0.0 0.3 -0.1 -0.50
H -4.41153 -5.58249 4.92208 0.0 0.0 0.0 0.38
H -0.13181 -0.90023 5.69748 -0.1 0.0 0.0 0.32
H -3.79751 -5.69558 2.51933 0.1 0.0 -0.1 0.32
H 0.57397 3.26872 -4.44537 0.0 0.0 0.0 0.22
H 5.65856 1.86803 0.44673 0.0 -0.1 -0.2 0.33
C -3.96058 -0.90660 -2.46296 -0.2 0.1 0.0 0.30
C -1.97907 -4.53851 2.64994 -0.2 -0.1 0.1 -0.29
H -3.60499 -3.55015 -0.36922 -0.1 0.1 0.1 0.09
N 5.80872 5.37078 -2.30585 -0.4 0.5 0.2 -0.36
H -5.31517 -2.06749 -1.38689 0.0 0.0 0.0 0.09
H -8.84579 -0.69429 -1.33493 0.0 0.0 0.0 0.32
H -2.30488 -1.58695 6.64384 0.0 0.0 0.0 0.30
C -2.57567 -3.26898 2.23519 0.1 0.1 0.0 0.27
H -3.16121 -3.34975 -3.39804 0.0 0.0 0.0 0.35
H 5.40778 1.61538 -3.22354 -0.3 -0.2 0.1 0.39
P 8.14100 2.52547 -3.99999 -0.2 -1.2 -0.8 0.14
H -1.52184 -5.00522 1.77654 0.1 0.1 0.0 0.29
H -0.75943 3.80391 -5.45936 0.0 0.0 0.0 0.36
C -9.34229 -2.55195 -0.34576 0.0 0.2 -0.1 -0.40
H 3.97077 4.97290 1.74292 0.0 0.0 0.1 0.34
H -2.96239 -4.64489 5.27095 0.0 0.0 0.0 0.04
O 5.77438 1.78155 -2.33996 0.4 0.3 -0.5 -0.46
H -2.55002 -6.41035 3.52666 0.1 0.0 -0.1 0.35
H 5.31426 2.73371 1.91591 0.0 0.0 0.2 0.33
C -1.66557 -3.43022 7.36994 -0.1 0.0 0.1 0.18
C -3.35264 -2.97858 -1.25967 0.1 -0.3 -0.2 -0.15
B 4.21800 3.33704 -1.15026 -0.9 0.1 0.1 0.31
C -3.46390 -3.87404 -2.48983 0.0 0.1 0.0 -1.35
H -4.48721 -4.22836 -2.62633 0.0 0.0 0.0 0.32
H -10.40596 -2.44985 -0.56492 0.0 -0.1 0.0 0.31
H 1.80565 -2.43662 5.65808 0.0 0.0 0.0 0.35
H 8.17118 0.74956 -2.46215 -0.1 -0.1 0.0 0.27
N 7.24814 3.99247 -3.35057 0.0 0.2 0.7 0.38
O 6.64873 7.41359 -3.06182 0.4 0.1 -0.3 -0.38
H -9.63977 -2.67114 1.80148 0.0 0.0 0.0 0.28
H -0.60736 -2.45983 5.04991 -0.1 0.0 0.0 -0.08
```
Positions in Å, forces in eV/Å.

Its charge is +1. The HOMO-LUMO gap comes out at 9.00 eV. The HOMO energy comes out at -12.098 eV. The total energy is -2288.70741 a.u.

(6)
The following is a quantum chemistry calculation of 2 unconnected molecules or ions with the total composition C10H16 in a non-equilibrium geometry, from OMol25.

The geometry in XYZ format:
```
26
Properties=species:S:1:pos:R:3:forces:R:3:mulliken_charge:R:1
C 0.12612 1.93749 2.02261 0.2 -0.5 2.0 -1.40
C -0.95946 1.93821 -0.30188 -0.9 1.5 2.5 -0.23
C 1.09636 -2.92970 0.99626 0.2 -0.3 -0.7 -1.12
H -0.37720 -3.52120 -0.46536 0.1 0.1 -0.2 0.40
H 1.70594 -2.07833 1.29303 0.0 0.2 -0.2 0.26
H -0.13230 0.57828 -3.22134 0.6 0.0 -0.2 0.38
H 1.15108 2.19432 2.31442 0.1 -0.1 -0.5 0.32
H 0.67202 -3.29917 1.92600 -0.2 -0.2 0.0 0.34
H -1.53516 -1.09568 0.15979 -0.4 0.2 0.5 0.20
C -1.20848 -1.93013 0.77436 -0.2 -1.1 -0.8 -1.04
H -2.02089 -2.66026 0.89703 -0.1 0.2 -0.4 0.37
C 0.91158 0.63653 0.03182 1.0 -1.0 0.1 0.23
C 0.96388 0.33000 -1.33125 -0.8 0.9 0.1 -0.84
H 1.74267 -3.71230 0.58975 0.2 0.1 0.2 0.31
H -0.11398 1.10460 2.70202 -0.1 0.2 0.0 0.26
C -0.01411 -2.59758 -0.01500 -1.0 0.3 2.3 0.14
H 1.80629 -0.25912 -1.63936 -0.1 -0.4 -0.4 0.40
H -1.66860 2.22400 -2.29702 -0.2 -0.2 0.1 0.39
C -0.96276 1.73125 -1.64448 1.1 -1.3 -0.8 -0.73
H -1.75984 2.53164 0.15160 0.2 0.2 -0.4 0.28
H -0.44401 2.79948 2.36805 -0.4 -0.1 -0.6 0.38
H -1.03412 -1.66372 1.81751 0.6 0.5 -0.2 0.28
H 1.63476 0.02548 0.56494 0.1 0.7 0.7 0.34
C -0.00951 1.47709 0.63632 0.2 -0.1 -2.9 0.37
C 0.01200 0.86149 -2.19038 -0.7 0.5 0.4 -0.16
H 0.24386 -1.86835 -0.75997 0.6 -0.2 -0.4 -0.13
```
Positions in Å, forces in eV/Å.

As for the SMILES: Cc1ccccc1.CCC. Its charge is 0. The energy above the lowest of the compared OMol25 structures with the same formula, charge and spin is 96.4 kJ/mol. The HOMO-LUMO gap comes out at 9.95 eV. The HOMO energy comes out at -8.940 eV. The total energy is -390.59915 a.u.

What is the formula in the first record?
C7H10N2O2

Look up the charge of the first one.
0

What is the charge in the third record?
0